No. 1
DFT (the ωB97M-V functional and the def2-TZVPD basis) results for a cluster of 6 separate species, C37H76N4O9S in total.

The geometry in XYZ format:
```
127
C37H76N4O9S | the OMol25 dataset | the ωB97M-V functional and the def2-TZVPD basis
C 0.942 6.201 2.714
H 7.797 4.513 -2.136
H -8.330 0.356 -1.869
H 5.936 3.608 -0.780
H -4.189 -1.649 1.019
H 3.684 -5.462 1.215
H 0.379 -6.333 -4.648
H 4.539 -4.828 2.652
C -7.375 0.853 -2.041
N -0.653 -0.073 -1.024
H 1.492 0.729 -0.147
C 3.408 0.536 -3.497
H 6.792 5.848 -2.694
C -4.906 2.249 -1.126
C -2.115 -7.552 -1.792
C -5.290 2.764 0.251
N 1.500 -2.771 0.142
H -2.118 3.978 0.397
O 1.181 -1.331 -2.013
H -5.123 3.841 0.306
H -0.694 4.067 -0.656
H -7.075 0.681 -3.076
H -0.144 6.170 2.817
H -1.443 0.688 2.769
H 4.875 -4.189 1.050
H -0.665 -2.068 -3.111
C 3.605 1.014 -0.113
C -1.468 1.263 3.698
O 4.583 5.027 -1.190
C 3.660 5.400 -3.441
H -2.919 1.932 5.155
H -3.651 0.035 7.202
O 0.156 -1.153 1.210
C 4.447 -2.206 -1.853
H 4.822 6.789 -2.255
C 3.501 -1.476 -1.777
C 0.208 -2.078 0.153
H 3.228 6.435 -1.613
C -6.327 0.307 -1.087
H -1.138 5.444 0.354
H 1.244 7.249 2.715
C 3.057 -3.477 1.876
H -2.073 0.717 6.809
C 3.340 1.964 1.050
C -0.698 0.800 -1.858
H -2.780 -1.082 -2.081
H -6.647 0.439 -0.047
H -6.214 -0.766 -1.245
O -1.130 -6.547 -1.623
H -4.688 2.276 1.021
H 2.373 1.770 1.519
H -2.649 -7.411 -2.739
C 2.340 -0.572 -1.684
H 5.485 3.674 -2.473
H 3.784 1.645 -0.984
H -2.599 -3.513 -0.233
C -0.495 -6.374 -3.998
H -1.057 -5.445 -4.112
H -0.231 -1.566 1.986
H -7.530 1.925 -1.912
H 7.213 5.730 -0.986
O -3.464 0.048 4.481
N 3.313 -2.378 2.451
C 1.415 5.524 1.439
O 4.388 1.831 2.022
H 1.458 -3.386 -0.667
H 0.542 -7.463 -2.442
S -0.690 1.934 -2.928
H -0.246 2.683 1.357
H 2.416 -0.642 0.439
H 0.576 -5.718 -2.262
H 3.332 2.989 0.679
H -2.839 -7.376 -0.996
C -3.201 -1.571 0.566
H 2.899 4.632 -3.291
H 2.502 5.586 1.373
H 4.282 -2.346 2.770
H -4.098 -2.897 -0.832
H 4.493 4.945 -3.978
C -2.787 -0.785 5.403
H -2.484 -1.747 1.363
C -1.580 -8.969 -1.688
H 1.374 5.712 3.589
N 2.453 0.471 -2.748
C -2.883 1.319 4.246
H -3.854 2.467 -1.315
H -0.583 -2.817 0.305
C 6.951 5.149 -1.871
H -1.104 2.266 3.494
H -1.798 -1.062 5.018
C 4.085 -4.574 1.697
H -3.376 -1.702 5.444
C -0.243 3.772 1.431
H -1.129 -7.191 -4.343
H -1.088 -9.122 -0.726
H -3.097 -0.563 0.175
C 4.090 5.986 -2.107
H -2.911 -2.701 -2.687
C -2.665 -0.199 6.799
C 2.377 0.125 -0.330
H -5.477 2.768 -1.905
C 5.725 4.294 -1.602
H 4.215 2.482 2.709
O 1.121 4.142 1.375
H 1.017 6.043 0.559
C 0.006 -1.372 -1.223
O -5.032 0.847 -1.278
C 1.663 -3.668 1.308
H -2.178 -0.915 7.463
H 5.272 -2.857 -1.691
C -0.942 -2.271 -2.075
H -6.339 2.579 0.483
C -3.079 -2.596 -0.580
H -0.670 4.022 2.410
H -0.659 -3.308 -1.871
C -1.096 4.354 0.317
H -2.399 -9.684 -1.779
H -0.857 -9.193 -2.473
C -0.062 -6.555 -2.553
H 1.542 -4.706 0.995
O 4.318 0.702 -4.202
H -3.537 1.801 3.519
C -2.449 -2.104 -1.897
H -0.773 0.795 4.398
H 0.942 -3.443 2.092
H 3.244 6.184 -4.076
H 4.502 0.429 0.082
```

## Properties
- HOMO energy (eV) = -8.997
- LUMO energy (eV) = 0.575
- SMILES = [H]/N=C(\C)CN[C@@H](O)[C@@](CCCC)(N=C=S)O[C@](C#C)(CCCO)N=C=O.CCOCC.CCOCC.CCOCC.CCOCC.CCOCC


No. 2
DFT (the ωB97M-V functional and the def2-TZVPD basis) results for a cluster of 7 separate species, C52H52NO24S in total.

The geometry in XYZ format:
```
130
C52H52NO24S | the OMol25 dataset | the ωB97M-V functional and the def2-TZVPD basis
O 0.237 3.533 -3.024
H 0.721 -5.831 -6.393
C 4.132 -0.373 -2.098
C -3.782 4.760 7.503
O -7.837 -2.123 5.341
H 1.022 2.396 1.177
C -0.990 3.761 -6.989
O 0.769 -4.896 -2.034
H -1.160 1.616 -4.214
H -2.683 -3.054 1.298
C 0.206 -4.788 -3.106
H 2.754 -1.393 -3.347
C 5.092 -4.338 -4.873
C 3.200 -1.551 -2.368
C -4.824 -0.258 5.435
C -4.063 7.127 7.882
H -2.552 0.299 -3.266
O 3.428 2.765 7.002
O -0.144 1.616 4.169
O -4.090 0.597 6.128
H -1.900 2.899 -8.360
C -1.816 1.005 -1.374
C -4.236 -0.692 4.118
H 2.695 -0.241 0.017
H 1.049 1.974 -1.189
O -1.564 -4.547 -6.758
C 0.425 1.966 5.321
H -2.897 -3.428 -5.701
H -1.427 1.939 -1.748
O 1.830 3.010 9.078
C 2.495 -3.184 1.075
C -0.977 -4.654 -5.701
H 2.794 1.259 -2.540
H -0.013 5.650 -7.055
C 2.256 2.549 6.776
H -1.226 2.672 0.710
C 2.613 0.755 -0.405
C 3.376 -3.805 -1.224
O -3.646 3.493 7.875
O -2.017 1.680 -6.697
H 2.295 -3.882 -1.301
O -4.167 8.622 6.026
C -3.736 4.995 6.015
O -1.415 3.737 -8.242
O -1.720 1.926 6.209
H 0.619 0.277 -0.960
H 0.719 4.379 -2.923
O -6.868 -2.987 3.066
H 3.046 1.430 0.330
C -6.011 -0.716 5.860
C -4.964 -1.646 3.317
C 0.148 4.729 -5.090
O -3.155 -0.223 3.777
C -0.282 4.779 -6.475
C -1.664 0.730 -0.020
H 3.699 -3.427 -3.287
C 1.132 1.129 -0.518
H -4.259 9.138 6.850
O 0.778 5.603 -4.529
C 5.823 -2.552 -6.980
H -3.275 0.770 5.617
H -1.297 1.408 1.925
C -0.540 2.119 6.461
H 4.178 1.654 -1.523
C -1.029 -4.048 -3.293
H 2.373 -1.598 -1.661
O 3.464 -5.282 -6.393
O -3.584 4.018 5.305
H 6.633 -3.360 -3.687
H -3.519 2.966 7.060
O 4.717 -5.121 -4.021
N -2.754 -1.356 -0.391
H -6.446 -0.410 6.801
C 3.407 0.915 -1.713
C -1.359 2.555 -6.169
C -6.755 -1.661 5.047
C -2.891 -1.099 -1.699
C 4.422 -4.376 -6.228
H 7.503 -1.153 -6.371
O 7.457 -1.620 -5.514
O 1.984 -6.056 -4.048
H 4.420 -3.978 0.652
H 0.913 0.710 1.572
C 1.285 2.681 7.923
C -1.590 -3.978 -4.503
C -0.205 3.513 -4.277
C 0.575 1.459 0.864
H -3.365 -1.841 -2.320
C 6.501 -2.528 -5.638
H 4.304 -3.546 -8.180
C 3.904 -2.930 -2.344
C 6.151 -3.368 -4.655
C -4.030 7.358 6.393
H -7.676 -3.147 3.596
H 4.972 -2.763 -2.243
H -3.851 6.507 4.453
C -0.910 2.497 -4.787
H 2.149 -5.948 -3.091
H 4.245 -2.327 0.121
H 2.790 3.101 8.920
O 6.188 -1.741 -7.809
C 0.835 -5.436 -4.305
C 3.731 -3.281 0.185
H -1.101 1.549 4.358
S -3.368 -2.885 0.156
H 3.335 -5.777 -5.559
H 2.441 2.062 4.656
C -0.956 1.644 0.923
O -2.715 -3.311 -4.747
C -3.936 5.766 8.374
O -4.191 8.102 8.596
C -0.034 2.478 7.763
H -0.741 2.573 8.576
H 1.854 -2.379 0.724
C 0.276 -5.371 -5.522
H 1.936 -4.111 0.990
C 4.775 -3.532 -7.208
H -3.968 5.611 9.443
H -1.457 -3.567 -2.426
C -2.181 -0.471 0.455
C -2.432 0.100 -2.216
H -2.126 -0.749 1.494
H 2.742 -3.028 2.119
H 4.706 -0.207 -3.007
C -6.148 -2.114 3.742
H 3.774 -4.812 -1.320
H 4.866 -0.626 -1.337
C -3.874 6.351 5.522
H -4.509 -1.949 2.385
C 1.737 2.168 5.470
```

## Properties
- HOMO energy (eV) = -11.057
- net charge = +1
- LUMO energy (eV) = -3.923
- energy relative to the best compared isomer or geometry (same formula, charge and spin) (kJ/mol) = 0.0


No. 3
DFT (the ωB97M-V functional and the def2-TZVPD basis) results for the ion C4H8NO with charge +1.

The geometry in XYZ format:
```
14
C4H8NO | the OMol25 dataset | the ωB97M-V functional and the def2-TZVPD basis
H 1.330 -0.016 -1.567
H -1.073 1.880 -1.320
N 0.284 -0.493 0.068
H -1.748 -0.658 0.538
H -0.907 -2.051 1.985
H -0.947 0.682 1.463
H 1.817 -1.845 1.104
C 0.046 1.638 -1.472
H 0.343 1.636 -2.490
C 0.598 0.321 -0.907
H 0.610 2.472 -0.933
C 0.688 -1.786 0.684
C -0.754 -0.339 1.028
O -0.288 -1.439 1.818
```

## Properties
- HOMO energy (spin up / spin down) (eV) = -12.709 / -12.710
- net charge = +1
- LUMO energy (spin up / spin down) (eV) = -4.390 / -4.390
- energy relative to the best compared isomer or geometry (same formula, charge and spin) (kJ/mol) = 528.3


Largest force on an atom / eV Å⁻¹: 1.04, 1.07, 6.41